Record 1
DFT (ωB97M-V with the def2-TZVPD basis set) results for one molecule with the formula CH2N2O2S in a non-equilibrium geometry.

**Energy relative to the best compared isomer or geometry (same formula, charge and spin)**: 680.91 kJ/mol
**Multiplicity**: 1
**SMILES**: O=[N+]([O-])NC=S
**LUMO level**: -1.32 eV

Geometry (Å):
O: -1.286 1.265 -0.407
N: -1.198 0.067 -0.232
O: -2.033 -0.765 -0.531
N: -0.152 -0.543 0.261
C: 1.298 0.448 0.201
S: 2.568 -0.090 -0.514
H: -0.214 -1.597 0.273
H: 1.018 1.214 0.950

Forces on atoms 1 to 2 (eV/Å):
O 0.71 0.16 0.46
N -1.40 -1.54 -1.10

Record 2
DFT (ωB97M-V with the def2-TZVPD basis set) results for a 2-piece molecular cluster, CH2N2O2S overall in a non-equilibrium geometry.

**Energy relative to the best compared isomer or geometry (same formula, charge and spin)**: 793.86 kJ/mol
**Multiplicity**: 1
**LUMO level (spin up / spin down)**: -1.88 / -1.57 eV

Geometry (Å):
C: -0.669 0.298 -0.075
N: -0.933 1.452 -0.094
N: 1.414 -0.250 0.440
O: -1.146 2.622 -0.111
O: -0.638 -2.287 -0.237
S: -1.523 -1.171 0.094
H: 1.782 0.570 -0.099
H: 1.711 -1.234 0.082

Forces on atoms 1 to 2 (eV/Å):
C 0.21 0.74 -0.05
N -0.21 -0.56 -0.03

Record 3
DFT (ωB97M-V with the def2-TZVPD basis set) results for a 2-piece molecular cluster, CH2N2O2S overall in a non-equilibrium geometry.

**Energy relative to the best compared isomer or geometry (same formula, charge and spin)**: 581.19 kJ/mol
**Multiplicity**: 1
**LUMO level (spin up / spin down)**: -0.86 / -0.85 eV

Geometry (Å):
C: -0.656 0.064 -0.833
N: 0.459 0.628 -0.939
N: -0.005 -0.671 1.236
O: 1.201 -0.417 1.193
O: -0.631 -1.295 2.073
S: -2.164 -0.285 -1.149
H: 1.254 0.459 -0.188
H: 0.542 1.517 -1.393

Forces on atoms 1 to 2 (eV/Å):
C -2.51 -1.01 1.51
N 2.50 0.88 0.47

Record 4
DFT (ωB97M-V with the def2-TZVPD basis set) results for a 2-piece molecular cluster, CH2N2O2S overall in a non-equilibrium geometry.

**Energy relative to the best compared isomer or geometry (same formula, charge and spin)**: 754.34 kJ/mol
**Multiplicity**: 1
**LUMO level**: -0.70 eV

Geometry (Å):
C: 0.086 -0.227 -0.508
N: -1.869 -0.080 0.626
N: -0.780 -0.711 0.436
O: 2.370 1.288 0.065
O: 1.074 -0.962 -1.014
S: 1.720 -0.001 0.267
H: -0.427 1.197 -1.406
H: -2.174 -0.504 1.535

Forces on atoms 1 to 2 (eV/Å):
C -0.63 4.98 -1.73
N 2.38 -1.47 0.59

Record 5
DFT (ωB97M-V with the def2-TZVPD basis set) results for a 2-piece molecular cluster, CH2N2O2S overall in a non-equilibrium geometry.

**Energy relative to the best compared isomer or geometry (same formula, charge and spin)**: 847.88 kJ/mol
**Multiplicity**: 1
**LUMO level**: -1.14 eV

Geometry (Å):
C: -0.639 0.487 -0.247
N: -2.629 1.074 0.460
N: -0.501 -0.753 -0.043
O: -4.815 0.166 -0.054
O: -1.250 -1.680 0.227
S: -3.408 -0.073 -0.230
H: 0.200 1.295 -0.517
H: 0.568 -1.019 -0.370

Forces on atoms 1 to 2 (eV/Å):
C -2.36 3.64 1.01
N 3.47 -1.49 -1.78

Record 6
DFT (ωB97M-V with the def2-TZVPD basis set) results for CH2N2O2S as an isolated structure in a non-equilibrium geometry.

**Energy relative to the best compared isomer or geometry (same formula, charge and spin)**: 633.02 kJ/mol
**Multiplicity**: 1
**LUMO level**: -2.82 eV

Geometry (Å):
C: -3.281 -0.657 0.010
N: -3.892 -1.514 -0.392
N: 0.128 0.234 0.107
O: -0.816 2.537 -0.103
O: -2.237 0.737 0.738
S: -1.193 1.192 -0.446
H: -0.049 -0.762 0.059
H: 0.986 0.470 -0.367

Forces on atoms 1 to 2 (eV/Å):
C 4.93 6.53 3.18
N -1.62 -2.24 -1.06

What did the first record say?
DFT (ωB97M-V with the def2-TZVPD basis set) results for one molecule with the formula CH2N2O2S in a non-equilibrium geometry.

**Energy relative to the best compared isomer or geometry (same formula, charge and spin)**: 680.91 kJ/mol
**Multiplicity**: 1
**SMILES**: O=[N+]([O-])NC=S
**LUMO level**: -1.32 eV

Geometry (Å):
O: -1.286 1.265 -0.407
N: -1.198 0.067 -0.232
O: -2.033 -0.765 -0.531
N: -0.152 -0.543 0.261
C: 1.298 0.448 0.201
S: 2.568 -0.090 -0.514
H: -0.214 -1.597 0.273
H: 1.018 1.214 0.950

Forces on atoms 1 to 2 (eV/Å):
O 0.71 0.16 0.46
N -1.40 -1.54 -1.10